*A*
{
  "formula": "C44H121N11O11",
  "method": "ωB97M-V/def2-TZVPD",
  "species": ["C", "C", "C", "O", "C", "N", "H", "H", "H", "H", "H", "H", "H", "H", "H", "H", "H", "C", "C", "C", "O", "C", "N", "H", "H", "H", "H", "H", "H", "H", "H", "H", "H", "H", "C", "C", "C", "O", "C", "N", "H", "H", "H", "H", "H", "H", "H", "H", "H", "H", "H", "C", "C", "C", "O", "C", "N", "H", "H", "H", "H", "H", "H", "H", "H", "H", "H", "H", "C", "C", "C", "O", "C", "N", "H", "H", "H", "H", "H", "H", "H", "H", "H", "H", "H", "C", "C", "C", "O", "C", "N", "H", "H", "H", "H", "H", "H", "H", "H", "H", "H", "H", "C", "C", "C", "O", "C", "N", "H", "H", "H", "H", "H", "H", "H", "H", "H", "H", "H", "C", "C", "C", "O", "C", "N", "H", "H", "H", "H", "H", "H", "H", "H", "H", "H", "H", "C", "C", "C", "O", "C", "N", "H", "H", "H", "H", "H", "H", "H", "H", "H", "H", "H", "C", "C", "C", "O", "C", "N", "H", "H", "H", "H", "H", "H", "H", "H", "H", "H", "H", "C", "C", "C", "O", "C", "N", "H", "H", "H", "H", "H", "H", "H", "H", "H", "H", "H"],
  "xyz": [[-0.737, -2.397, 0.193], [-0.096, -1.042, 0.012], [0.676, -0.590, 1.229], [1.184, 0.688, 0.965], [2.219, 1.069, 1.845], [0.819, -1.098, -1.160], [0.024, -3.181, 0.119], [-1.460, -2.620, -0.594], [-1.219, -2.534, 1.166], [-0.860, -0.304, -0.253], [1.535, -1.286, 1.337], [0.133, -0.658, 2.183], [3.120, 0.511, 1.566], [1.981, 0.955, 2.907], [2.416, 2.128, 1.691], [1.745, -1.293, -0.785], [0.875, -0.151, -1.524], [-1.291, 0.946, -7.450], [0.109, 1.141, -6.915], [0.825, -0.176, -6.672], [0.167, -1.022, -5.741], [0.241, -0.589, -4.405], [0.923, 1.941, -7.839], [-1.403, 0.280, -8.307], [-1.674, 1.908, -7.805], [-1.925, 0.581, -6.644], [0.027, 1.671, -5.953], [1.869, -0.015, -6.362], [0.886, -0.715, -7.621], [-0.179, 0.392, -4.180], [1.221, -0.706, -3.926], [-0.355, -1.349, -3.891], [1.721, 2.330, -7.349], [0.377, 2.737, -8.151], [5.049, 1.745, 4.491], [5.765, 2.817, 5.297], [5.684, 2.578, 6.806], [4.320, 2.555, 7.188], [4.152, 2.160, 8.532], [7.146, 3.000, 4.826], [5.553, 0.786, 4.632], [5.124, 2.009, 3.435], [4.000, 1.715, 4.780], [5.188, 3.748, 5.207], [6.226, 3.379, 7.328], [6.123, 1.597, 7.056], [3.079, 2.215, 8.741], [4.604, 2.890, 9.212], [4.445, 1.120, 8.697], [7.482, 3.878, 5.218], [7.713, 2.300, 5.305], [-5.346, -0.822, -6.214], [-4.063, -1.486, -6.657], [-3.143, -1.815, -5.500], [-3.825, -2.658, -4.593], [-2.989, -3.205, -3.606], [-4.372, -2.731, -7.395], [-5.919, -1.447, -5.530], [-5.997, -0.587, -7.060], [-5.158, 0.133, -5.710], [-3.506, -0.829, -7.329], [-2.905, -0.867, -4.987], [-2.190, -2.232, -5.842], [-2.140, -2.566, -3.347], [-2.685, -4.225, -3.852], [-3.581, -3.243, -2.680], [-4.122, -3.531, -6.826], [-5.367, -2.831, -7.552], [-0.958, 3.187, 5.904], [-0.678, 3.371, 4.432], [-1.467, 4.523, 3.833], [-0.889, 4.894, 2.599], [-1.747, 5.691, 1.852], [0.797, 3.494, 4.219], [-2.035, 3.107, 6.094], [-0.685, 4.105, 6.440], [-0.415, 2.362, 6.353], [-0.948, 2.471, 3.866], [-1.454, 5.396, 4.508], [-2.520, 4.241, 3.691], [-2.664, 5.152, 1.574], [-1.300, 5.976, 0.900], [-2.077, 6.620, 2.340], [0.999, 4.490, 4.332], [0.851, 3.403, 3.204], [0.573, -4.254, -2.860], [1.472, -4.755, -3.998], [1.727, -6.247, -3.832], [2.391, -6.575, -2.629], [3.734, -6.146, -2.549], [0.915, -4.438, -5.314], [1.130, -4.131, -1.940], [-0.307, -4.904, -2.792], [0.125, -3.299, -3.145], [2.422, -4.229, -3.820], [2.280, -6.667, -4.686], [0.757, -6.746, -3.792], [4.123, -6.563, -1.624], [3.817, -5.058, -2.536], [4.295, -6.556, -3.398], [1.662, -4.422, -5.999], [0.551, -3.491, -5.269], [-5.588, 2.491, 3.800], [-4.662, 2.046, 2.692], [-4.978, 0.711, 2.118], [-3.923, 0.359, 1.240], [-4.095, -0.881, 0.625], [-4.711, 3.030, 1.570], [-5.426, 3.550, 4.008], [-5.399, 1.917, 4.708], [-6.631, 2.389, 3.495], [-3.625, 2.075, 3.060], [-5.891, 0.749, 1.506], [-5.126, -0.019, 2.927], [-3.318, -1.012, -0.129], [-5.081, -1.007, 0.164], [-3.955, -1.719, 1.329], [-4.319, 3.905, 1.890], [-4.146, 2.633, 0.840], [-3.310, 3.488, -1.967], [-2.174, 2.522, -1.692], [-0.929, 2.741, -2.544], [0.134, 2.036, -1.959], [1.403, 2.497, -2.381], [-1.818, 2.591, -0.262], [-2.888, 4.501, -1.987], [-4.080, 3.499, -1.200], [-3.756, 3.288, -2.943], [-2.546, 1.498, -1.877], [-0.748, 3.822, -2.585], [-1.140, 2.324, -3.538], [1.644, 2.074, -3.370], [2.150, 2.111, -1.690], [1.426, 3.584, -2.477], [-2.635, 2.417, 0.297], [-1.090, 1.905, -0.102], [5.842, 2.352, -1.325], [5.757, 3.485, -0.312], [5.568, 4.831, -1.001], [6.736, 5.165, -1.709], [6.785, 6.526, -2.078], [4.739, 3.204, 0.708], [4.930, 2.253, -1.922], [6.147, 1.391, -0.924], [6.609, 2.682, -2.036], [6.735, 3.527, 0.175], [5.395, 5.576, -0.205], [4.677, 4.844, -1.651], [6.692, 7.151, -1.182], [5.974, 6.785, -2.772], [7.724, 6.713, -2.591], [3.837, 3.402, 0.272], [4.784, 3.896, 1.453], [1.393, -0.224, 5.841], [1.418, -1.720, 6.037], [1.111, -2.461, 4.750], [1.395, -3.816, 4.874], [1.431, -4.499, 3.650], [2.722, -2.147, 6.613], [2.185, 0.141, 5.189], [1.583, 0.288, 6.790], [0.400, 0.116, 5.529], [0.693, -2.065, 6.786], [1.710, -2.000, 3.944], [0.060, -2.244, 4.500], [1.727, -5.528, 3.842], [2.179, -4.069, 2.969], [0.457, -4.494, 3.146], [3.003, -3.034, 6.215], [2.638, -2.303, 7.607], [-5.924, -4.426, 1.260], [-5.014, -4.712, 0.079], [-4.488, -6.137, 0.161], [-3.477, -6.285, 1.129], [-2.201, -5.806, 0.734], [-5.776, -4.404, -1.133], [-6.750, -5.141, 1.326], [-6.318, -3.414, 1.205], [-5.399, -4.550, 2.212], [-4.186, -3.997, 0.101], [-4.085, -6.459, -0.815], [-5.307, -6.819, 0.400], [-1.991, -6.198, -0.268], [-1.516, -6.278, 1.438], [-2.072, -4.725, 0.795], [-5.329, -4.749, -1.976], [-6.691, -4.843, -1.112]],
  "lowdin_charge": [-0.08, -0.41, -0.22, -0.19, -0.10, 0.08, 0.07, 0.07, 0.07, 0.12, 0.13, 0.13, 0.09, 0.07, 0.07, 0.08, 0.04, -0.05, -0.45, -0.19, -0.20, -0.12, 0.04, 0.09, 0.08, 0.06, 0.12, 0.13, 0.13, 0.07, 0.09, 0.05, 0.07, 0.07, -0.05, -0.45, -0.23, -0.20, -0.12, 0.04, 0.09, 0.06, 0.06, 0.14, 0.12, 0.13, 0.08, 0.09, 0.09, 0.07, 0.07, -0.07, -0.43, -0.22, -0.18, -0.10, 0.04, 0.08, 0.08, 0.08, 0.11, 0.12, 0.13, 0.06, 0.09, 0.07, 0.06, 0.06, -0.07, -0.43, -0.21, -0.18, -0.13, 0.06, 0.08, 0.08, 0.06, 0.13, 0.13, 0.11, 0.06, 0.09, 0.09, 0.08, 0.05, -0.05, -0.45, -0.22, -0.19, -0.11, 0.06, 0.07, 0.08, 0.04, 0.12, 0.12, 0.13, 0.09, 0.08, 0.09, 0.07, 0.04, -0.06, -0.44, -0.21, -0.20, -0.11, 0.06, 0.07, 0.08, 0.08, 0.13, 0.14, 0.14, 0.07, 0.09, 0.09, 0.04, 0.01, -0.05, -0.43, -0.20, -0.22, -0.09, 0.08, 0.08, 0.06, 0.08, 0.13, 0.13, 0.12, 0.08, 0.08, 0.09, 0.02, 0.05, -0.06, -0.44, -0.23, -0.19, -0.11, 0.05, 0.07, 0.08, 0.08, 0.14, 0.12, 0.13, 0.09, 0.09, 0.09, 0.06, 0.07, -0.07, -0.42, -0.24, -0.18, -0.10, 0.04, 0.06, 0.07, 0.07, 0.14, 0.12, 0.13, 0.09, 0.09, 0.08, 0.06, 0.06, -0.07, -0.45, -0.21, -0.18, -0.09, 0.04, 0.08, 0.07, 0.08, 0.12, 0.12, 0.13, 0.09, 0.09, 0.06, 0.06, 0.07],
  "smiles": "COC[C@H](C)N.COC[C@H](C)N.COC[C@H](C)N.COC[C@H](C)N.COC[C@H](C)N.COC[C@H](C)N.COC[C@H](C)N.COC[C@H](C)N.COC[C@H](C)N.COC[C@H](C)N.COC[C@H](C)N",
  "e_homo_ev": -8.93,
  "homo_lumo_gap_ev": 9.3595
}

*B*
{
  "formula": "C44H121N11O11",
  "method": "ωB97M-V/def2-TZVPD",
  "species": ["C", "C", "C", "O", "C", "N", "H", "H", "H", "H", "H", "H", "H", "H", "H", "H", "H", "C", "C", "C", "O", "C", "N", "H", "H", "H", "H", "H", "H", "H", "H", "H", "H", "H", "C", "C", "C", "O", "C", "N", "H", "H", "H", "H", "H", "H", "H", "H", "H", "H", "H", "C", "C", "C", "O", "C", "N", "H", "H", "H", "H", "H", "H", "H", "H", "H", "H", "H", "C", "C", "C", "O", "C", "N", "H", "H", "H", "H", "H", "H", "H", "H", "H", "H", "H", "C", "C", "C", "O", "C", "N", "H", "H", "H", "H", "H", "H", "H", "H", "H", "H", "H", "C", "C", "C", "O", "C", "N", "H", "H", "H", "H", "H", "H", "H", "H", "H", "H", "H", "C", "C", "C", "O", "C", "N", "H", "H", "H", "H", "H", "H", "H", "H", "H", "H", "H", "C", "C", "C", "O", "C", "N", "H", "H", "H", "H", "H", "H", "H", "H", "H", "H", "H", "C", "C", "C", "O", "C", "N", "H", "H", "H", "H", "H", "H", "H", "H", "H", "H", "H", "C", "C", "C", "O", "C", "N", "H", "H", "H", "H", "H", "H", "H", "H", "H", "H", "H"],
  "xyz": [[-9.412, 17.197, -15.938], [-10.837, 17.418, -16.489], [-11.136, 18.654, -17.424], [-11.072, 19.900, -16.702], [-12.209, 20.349, -16.029], [-11.294, 16.185, -17.069], [-8.704, 17.261, -16.764], [-9.335, 16.183, -15.546], [-9.237, 18.014, -15.238], [-11.496, 17.448, -15.620], [-12.177, 18.564, -17.735], [-10.594, 18.579, -18.366], [-12.248, 21.425, -15.862], [-12.393, 19.894, -15.056], [-13.015, 20.063, -16.704], [-10.664, 15.965, -17.827], [-11.405, 15.441, -16.394], [-26.029, 19.163, -27.963], [-27.366, 19.064, -28.604], [-27.802, 17.583, -28.726], [-28.724, 17.567, -29.821], [-28.924, 16.198, -30.177], [-28.320, 19.757, -27.697], [-25.893, 18.573, -27.057], [-25.787, 20.199, -27.723], [-25.141, 18.906, -28.541], [-27.334, 19.518, -29.595], [-28.275, 17.293, -27.787], [-26.929, 16.931, -28.722], [-29.085, 15.402, -29.449], [-28.097, 15.785, -30.754], [-29.791, 16.075, -30.826], [-29.118, 19.653, -28.306], [-28.136, 20.748, -27.765], [-20.764, 13.532, -27.891], [-20.030, 12.487, -28.673], [-20.036, 12.724, -30.222], [-21.323, 12.315, -30.732], [-21.590, 12.651, -32.075], [-18.711, 12.401, -28.135], [-20.805, 13.248, -26.839], [-21.731, 13.815, -28.308], [-20.273, 14.504, -27.938], [-20.474, 11.529, -28.406], [-19.370, 12.072, -30.786], [-19.791, 13.759, -30.462], [-21.186, 11.988, -32.840], [-21.154, 13.593, -32.409], [-22.664, 12.591, -32.254], [-18.162, 11.594, -28.394], [-18.233, 13.181, -28.562], [-20.745, 24.164, -8.854], [-21.353, 25.556, -8.918], [-22.833, 25.755, -8.414], [-22.983, 25.626, -6.989], [-23.925, 26.527, -6.460], [-20.528, 26.601, -8.374], [-21.459, 23.380, -9.108], [-20.460, 23.819, -7.861], [-19.934, 23.929, -9.543], [-21.394, 25.824, -9.974], [-23.392, 24.914, -8.824], [-23.345, 26.666, -8.727], [-24.151, 26.270, -5.425], [-24.874, 26.608, -6.990], [-23.531, 27.544, -6.449], [-19.563, 26.304, -8.366], [-20.637, 26.697, -7.375], [-16.622, 12.940, -20.478], [-17.715, 13.700, -19.815], [-18.533, 13.003, -18.670], [-19.586, 13.730, -18.216], [-20.576, 13.058, -17.492], [-17.177, 14.897, -19.344], [-17.007, 12.163, -21.137], [-15.963, 12.516, -19.720], [-15.967, 13.556, -21.093], [-18.445, 13.901, -20.599], [-17.900, 12.823, -17.801], [-18.930, 12.056, -19.037], [-20.299, 12.840, -16.460], [-20.822, 12.234, -18.162], [-21.413, 13.745, -17.364], [-16.319, 14.620, -18.888], [-17.667, 14.935, -18.461], [-13.764, 16.766, -31.667], [-15.194, 17.306, -31.626], [-15.537, 17.761, -30.254], [-15.414, 16.653, -29.288], [-15.722, 17.161, -27.983], [-15.137, 18.413, -32.588], [-13.620, 16.281, -32.632], [-13.627, 16.107, -30.809], [-13.002, 17.538, -31.564], [-15.875, 16.541, -31.999], [-16.511, 18.248, -30.289], [-14.802, 18.534, -30.031], [-16.120, 16.309, -27.431], [-16.562, 17.856, -27.986], [-14.805, 17.499, -27.500], [-14.599, 18.135, -33.396], [-14.601, 19.208, -32.272], [-21.217, 20.825, -20.844], [-19.808, 21.455, -20.869], [-19.278, 21.940, -19.563], [-20.407, 22.585, -18.931], [-20.198, 23.480, -17.851], [-18.889, 20.511, -21.528], [-21.096, 20.066, -20.071], [-21.504, 20.389, -21.801], [-22.123, 21.384, -20.610], [-19.904, 22.289, -21.564], [-18.389, 22.537, -19.767], [-19.001, 21.134, -18.884], [-19.927, 24.472, -18.213], [-19.465, 23.187, -17.100], [-21.199, 23.591, -17.434], [-18.817, 19.755, -20.861], [-19.274, 20.117, -22.374], [-14.750, 28.183, -11.584], [-14.069, 29.006, -10.466], [-14.452, 30.509, -10.374], [-13.793, 31.282, -9.427], [-13.226, 32.425, -10.004], [-14.423, 28.236, -9.324], [-14.545, 28.716, -12.512], [-15.829, 28.125, -11.435], [-14.359, 27.166, -11.606], [-13.004, 28.784, -10.521], [-15.501, 30.539, -10.080], [-14.507, 31.011, -11.340], [-12.465, 32.023, -10.673], [-12.855, 33.017, -9.168], [-13.907, 33.065, -10.567], [-13.994, 27.325, -9.395], [-14.046, 28.691, -8.505], [-16.530, 30.739, -18.665], [-15.067, 31.192, -18.594], [-14.905, 32.400, -17.650], [-13.652, 33.064, -17.897], [-13.351, 34.005, -16.878], [-14.197, 30.068, -18.326], [-16.565, 29.766, -19.155], [-17.069, 31.454, -19.286], [-16.950, 30.541, -17.679], [-14.771, 31.640, -19.543], [-15.037, 31.918, -16.681], [-15.618, 33.152, -17.989], [-12.512, 34.602, -17.233], [-13.056, 33.516, -15.949], [-14.128, 34.750, -16.711], [-13.220, 30.207, -18.539], [-14.516, 29.380, -18.993], [-25.463, 26.572, -23.447], [-26.649, 27.536, -23.157], [-27.356, 27.195, -21.802], [-27.665, 25.817, -21.699], [-28.931, 25.426, -22.287], [-26.100, 28.893, -23.127], [-25.888, 25.570, -23.387], [-24.565, 26.687, -22.841], [-25.021, 26.663, -24.439], [-27.415, 27.495, -23.932], [-28.338, 27.636, -21.629], [-26.656, 27.497, -21.024], [-29.782, 26.094, -22.156], [-29.218, 24.416, -21.994], [-28.739, 25.265, -23.348], [-25.363, 28.917, -23.817], [-25.754, 29.142, -22.211], [-14.804, 19.598, -7.814], [-16.146, 18.962, -7.459], [-16.739, 18.073, -8.615], [-16.757, 18.722, -9.936], [-16.805, 17.829, -11.107], [-15.876, 18.195, -6.292], [-14.222, 19.950, -6.963], [-15.011, 20.424, -8.495], [-14.170, 18.793, -8.189], [-16.901, 19.739, -7.344], [-17.765, 17.731, -8.472], [-16.065, 17.219, -8.677], [-15.857, 17.329, -11.304], [-17.033, 18.399, -12.007], [-17.376, 16.926, -10.894], [-15.809, 18.908, -5.581], [-16.783, 17.780, -6.128]],
  "lowdin_charge": [-0.06, -0.44, -0.14, -0.20, -0.12, 0.01, 0.07, 0.07, 0.07, 0.13, 0.10, 0.12, 0.09, 0.08, 0.08, 0.07, 0.07, -0.10, -0.44, -0.21, -0.16, -0.13, 0.04, 0.08, 0.07, 0.08, 0.14, 0.13, 0.12, 0.08, 0.08, 0.08, 0.06, 0.06, -0.08, -0.46, -0.16, -0.19, -0.13, 0.03, 0.08, 0.08, 0.07, 0.14, 0.12, 0.12, 0.07, 0.08, 0.09, 0.08, 0.07, -0.07, -0.43, -0.16, -0.19, -0.13, 0.03, 0.07, 0.08, 0.07, 0.12, 0.11, 0.12, 0.09, 0.08, 0.08, 0.07, 0.07, -0.08, -0.49, -0.23, -0.20, -0.09, 0.05, 0.08, 0.08, 0.09, 0.14, 0.13, 0.12, 0.09, 0.09, 0.09, 0.07, 0.06, -0.08, -0.44, -0.20, -0.19, -0.11, 0.02, 0.08, 0.07, 0.08, 0.14, 0.13, 0.13, 0.08, 0.08, 0.09, 0.06, 0.07, -0.07, -0.45, -0.18, -0.21, -0.11, 0.03, 0.08, 0.07, 0.07, 0.13, 0.13, 0.13, 0.08, 0.08, 0.09, 0.06, 0.07, -0.07, -0.44, -0.21, -0.18, -0.12, 0.00, 0.07, 0.08, 0.07, 0.13, 0.13, 0.12, 0.09, 0.09, 0.09, 0.07, 0.07, -0.06, -0.47, -0.19, -0.19, -0.12, 0.04, 0.07, 0.08, 0.08, 0.13, 0.13, 0.13, 0.08, 0.09, 0.08, 0.07, 0.06, -0.07, -0.41, -0.19, -0.21, -0.09, 0.01, 0.07, 0.08, 0.07, 0.13, 0.12, 0.12, 0.09, 0.08, 0.08, 0.06, 0.06, -0.07, -0.48, -0.16, -0.22, -0.09, 0.03, 0.07, 0.08, 0.08, 0.13, 0.12, 0.11, 0.07, 0.08, 0.08, 0.08, 0.07],
  "smiles": "COC[C@H](C)N.COC[C@H](C)N.COC[C@H](C)N.COC[C@H](C)N.COC[C@H](C)N.COC[C@H](C)N.COC[C@H](C)N.COC[C@H](C)N.COC[C@H](C)N.COC[C@H](C)N.COC[C@H](C)N",
  "e_homo_ev": -8.91,
  "homo_lumo_gap_ev": 9.5237
}

Out of the structures above, which one is the least stable? Solution: *B*.